Formula: C5H14N7OP2
Source: the OMol25 dataset
Level of theory: ωB97M-V/def2-TZVPD

Bonds (Å) are listed after each position.
Geometry (Å):
1 H -3.698 -2.309 -0.729  N2 1.018
2 N -3.754 -1.378 -1.138  H1 1.018, C3 1.264
3 C -2.989 -0.592 -0.511  N2 1.264, C4 1.497, C5 1.530
4 C -2.888 0.838 -0.943  C3 1.497, H17 1.082, H18 1.081, H19 1.084
5 C -2.138 -1.041 0.679  C3 1.530, C6 1.487, H20 1.086, H21 1.080
6 C -0.735 -0.593 0.475  C5 1.487, N7 1.329, N14 1.342
7 N -0.163 -0.676 -0.722  C6 1.329, C8 1.337
8 C 1.062 -0.161 -0.562  N7 1.337, N9 1.340, N13 1.345
9 N 1.942 -0.030 -1.564  C8 1.340, P10 1.777, H22 1.008
10 P 3.516 0.719 -1.221  N9 1.777, N11 1.689, O12 1.636
11 N 4.083 1.087 -2.769  P10 1.689, H23 1.013, H24 1.019
12 O 4.440 -0.561 -0.791  P10 1.636, H25 0.964
13 N 1.263 0.219 0.712  C8 1.345, N14 1.374, H26 1.009
14 N 0.098 -0.064 1.384  C6 1.342, N13 1.374, P15 1.766
15 P -0.167 0.247 3.103  N14 1.766, N16 1.538, H27 1.403, H28 1.401
16 N -0.458 1.732 3.373  P15 1.538, H29 1.013
17 H -2.660 0.832 -2.000  C4 1.082
18 H -3.824 1.361 -0.804  C4 1.081
19 H -2.093 1.387 -0.451  C4 1.084
20 H -2.571 -0.555 1.547  C5 1.086
21 H -2.170 -2.115 0.790  C5 1.080
22 H 1.656 -0.359 -2.473  N9 1.008
23 H 3.368 1.565 -3.305  N11 1.013
24 H 4.347 0.235 -3.261  N11 1.019
25 H 3.911 -1.362 -0.875  O12 0.964
26 H 2.076 0.643 1.133  N13 1.009
27 H -1.141 -0.690 3.479  P15 1.403
28 H 1.040 -0.246 3.616  P15 1.401
29 H -1.354 1.869 3.826  N16 1.013

Summary:
LUMO = -3.498 eV
Spin multiplicity = 1
SMILES = [H]/N=C(/C)Cc1nc(NP(N)O)[nH][n+]1[PH2]=N
Orbital gap = 9.558 eV
Total charge = +1

Formula: C5H14NO
Source: the OMol25 dataset
Level of theory: ωB97M-V/def2-TZVPD

Bonds (Å) are listed after each position.
Geometry (Å):
1 C -0.227 1.709 1.736  C2 1.525, H4 1.091, H5 1.087, H6 1.092
2 C 0.180 2.700 0.650  C1 1.525, N3 1.465, H7 1.097, H8 1.096
3 N 1.392 2.218 -0.017  C2 1.465, H9 1.049, H10 1.014
4 H 0.536 1.710 2.515  C1 1.091
5 H -1.196 1.938 2.172  C1 1.087
6 H -0.254 0.706 1.305  C1 1.092
7 H -0.645 2.853 -0.057  C2 1.097
8 H 0.412 3.669 1.106  C2 1.096
9 H 1.095 1.374 -0.564  N3 1.049
10 H 1.708 2.922 -0.675  N3 1.014
11 C 0.395 -1.126 -1.487  O12 1.353, C13 1.543, H15 1.120, H16 1.130
12 O -0.010 0.086 -1.041  C11 1.353
13 C -0.592 -2.269 -1.165  C11 1.543, C14 1.528, H17 1.101, H18 1.092
14 C -0.676 -2.626 0.318  C13 1.528, H19 1.096, H20 1.090, H21 1.090
15 H 1.383 -1.432 -1.057  C11 1.120
16 H 0.547 -1.163 -2.606  C11 1.130
17 H -0.324 -3.171 -1.737  C13 1.101
18 H -1.572 -1.934 -1.509  C13 1.092
19 H -1.389 -3.435 0.513  C14 1.096
20 H -1.066 -1.794 0.906  C14 1.090
21 H 0.300 -2.934 0.693  C14 1.090

Summary:
LUMO (alpha / beta) = 6.573 / 6.447 eV
Spin multiplicity = 2
Orbital gap (alpha / beta) = 1.971 / 6.342 eV
Relative energy (zero: lowest compared OMol25 entry of this formula, charge and spin) = 19.35 kJ/mol
Total charge = -2

Formula: C5H14NO
Source: the OMol25 dataset
Level of theory: ωB97M-V/def2-TZVPD

Bonds (Å) are listed after each position.
Geometry (Å):
1 C -0.412 1.128 -2.216  C2 1.364, N3 1.464, H4 1.078
2 C -1.119 0.101 -2.769  C1 1.364, H5 1.093, H6 1.087
3 N 0.979 0.904 -1.819  C1 1.464, H7 1.091, H8 1.040, H9 1.067
4 H -0.769 2.083 -1.868  C1 1.078
5 H -2.185 0.142 -3.008  C2 1.093
6 H -0.593 -0.846 -2.869  C2 1.087
7 H 1.078 0.955 -0.733  N3 1.091
8 H 1.218 -0.068 -2.103  N3 1.040
9 H 1.652 1.658 -2.159  N3 1.067
10 C -0.917 -0.166 2.592  C11 1.505, H14 1.090, H15 1.124, H16 1.102
11 C -0.181 -0.558 1.339  C10 1.505, C12 1.549, O13 1.461, H17 1.099
12 C 0.669 -1.826 1.601  C11 1.549, H18 1.094, H19 1.102, H20 1.102
13 O 0.686 0.488 0.800  C11 1.461, H21 0.973
14 H -1.585 0.661 2.351  C10 1.090
15 H -0.214 0.156 3.408  C10 1.124
16 H -1.549 -0.993 2.950  C10 1.102
17 H -0.886 -0.794 0.530  C11 1.099
18 H 0.055 -2.563 2.129  C12 1.094
19 H 1.499 -1.606 2.291  C12 1.102
20 H 1.018 -2.266 0.652  C12 1.102
21 H 0.682 1.185 1.479  O13 0.973

Summary:
LUMO (alpha / beta) = 0.615 / 0.534 eV
Spin multiplicity = 2
Orbital gap (alpha / beta) = 3.586 / 8.564 eV
Relative energy (zero: lowest compared OMol25 entry of this formula, charge and spin) = 279.48 kJ/mol

Formula: C5H14NO
Source: the OMol25 dataset
Level of theory: ωB97M-V/def2-TZVPD

Bonds (Å) are listed after each position.
Geometry (Å):
1 C -0.646 0.172 0.995  O2 1.413, C3 1.489, H8 1.091, H9 1.084
2 O -1.358 1.028 0.124  C1 1.413, H10 0.964
3 C -0.451 -1.095 0.237  C1 1.489, C4 1.410, H11 1.092
4 C 0.198 -1.129 -1.014  C3 1.410, C5 1.623, H12 1.086, H13 1.083
5 C 1.495 -2.086 -0.820  C4 1.623, C6 1.517, H14 1.080, H15 1.087
6 C 2.509 -1.444 0.109  C5 1.517, H16 1.088, H17 1.094, H18 1.086
7 N -2.249 4.129 0.183  H19 1.009, H20 1.010, H21 1.011
8 H 0.282 0.685 1.254  C1 1.091
9 H -1.209 0.030 1.911  C1 1.084
10 H -1.792 0.507 -0.561  O2 0.964
11 H -1.247 -1.827 0.381  C3 1.092
12 H 0.652 -0.178 -1.276  C4 1.086
13 H -0.438 -1.610 -1.747  C4 1.083
14 H 1.848 -2.209 -1.833  C5 1.080
15 H 1.198 -3.061 -0.442  C5 1.087
16 H 3.430 -2.012 0.222  C6 1.088
17 H 2.099 -1.367 1.121  C6 1.094
18 H 2.781 -0.455 -0.245  C6 1.086
19 H -2.496 4.868 0.825  N7 1.009
20 H -1.554 3.511 0.576  N7 1.010
21 H -3.052 3.542 -0.002  N7 1.011

Summary:
LUMO = -7.470 eV
Spin multiplicity = 1
Orbital gap = 4.807 eV
Relative energy (zero: lowest compared OMol25 entry of this formula, charge and spin) = 423.48 kJ/mol
Total charge = +1

Formula: C5H14NO
Source: the OMol25 dataset
Level of theory: ωB97M-V/def2-TZVPD

Bonds (Å) are listed after each position.
Geometry (Å):
1 C 0.982 -0.227 -1.865  C2 1.514, H7 1.079, H8 1.093, H9 1.090
2 C 0.116 -0.813 -0.770  C1 1.514, N3 1.497, C6 1.537, H10 1.074
3 N 0.581 -0.364 0.580  C2 1.497, C4 1.505, H11 1.050, H12 1.017
4 C -0.527 -0.619 1.565  N3 1.505, C5 1.512, H13 1.085, H14 1.070
5 C -1.734 -0.237 0.738  C4 1.512, C6 1.547, H15 1.080, H16 1.094
6 C -1.395 -0.535 -0.742  C2 1.537, C5 1.547, H17 1.092, H18 1.085
7 H 0.618 0.741 -2.173  C1 1.079
8 H 0.912 -0.834 -2.771  C1 1.093
9 H 2.035 -0.155 -1.593  C1 1.090
10 H 0.216 -1.882 -0.795  C2 1.074
11 H 0.938 0.611 0.740  N3 1.050
12 H 1.394 -0.914 0.847  N3 1.017
13 H -0.447 -1.569 2.084  C4 1.085
14 H -0.373 0.107 2.336  C4 1.070
15 H -2.702 -0.668 0.945  C5 1.080
16 H -1.965 0.830 0.808  C5 1.094
17 H -1.668 0.257 -1.442  C6 1.092
18 H -1.971 -1.378 -1.108  C6 1.085
19 H 2.336 2.374 1.233  O21 0.972
20 H 1.185 3.076 0.551  O21 0.964
21 O 1.468 2.199 0.832  H19 0.972, H20 0.964

Summary:
LUMO = -3.018 eV
Spin multiplicity = 1
Orbital gap = 12.446 eV
Relative energy (zero: lowest compared OMol25 entry of this formula, charge and spin) = 38.90 kJ/mol
Total charge = +1

Formula: C5H14NO
Source: the OMol25 dataset
Level of theory: ωB97M-V/def2-TZVPD

Bonds (Å) are listed after each position.
Geometry (Å):
1 C -0.534 1.935 0.284  C2 1.539, H7 1.091, H8 1.090, H9 1.092
2 C -0.247 0.586 -0.401  C1 1.539, N3 1.514, C6 1.522, H10 1.102
3 N 0.376 -0.376 0.588  C2 1.514, C4 1.488, H11 1.025, H12 1.051
4 C 0.090 -1.732 0.047  N3 1.488, C5 1.531, H13 1.096, H14 1.085
5 C -1.353 -1.583 -0.442  C4 1.531, C6 1.453, H15 1.114, H16 1.125
6 C -1.417 -0.222 -0.944  C2 1.522, C5 1.453, H17 1.181, H18 1.104
7 H 0.342 2.201 0.877  C1 1.091
8 H -1.337 1.826 1.013  C1 1.090
9 H -0.728 2.735 -0.434  C1 1.092
10 H 0.480 0.705 -1.220  C2 1.102
11 H -0.019 -0.277 1.529  N3 1.025
12 H 1.397 -0.152 0.698  N3 1.051
13 H 0.751 -1.931 -0.804  C4 1.096
14 H 0.269 -2.508 0.784  C4 1.085
15 H -1.654 -2.351 -1.193  C5 1.114
16 H -2.080 -1.832 0.379  C5 1.125
17 H -2.330 0.308 -0.416  C6 1.181
18 H -1.708 0.000 -1.986  C6 1.104
19 H 3.178 1.505 1.044  O21 0.977
20 H 3.658 0.429 0.064  O21 0.968
21 O 2.866 0.734 0.530  H19 0.977, H20 0.968

Summary:
LUMO (alpha / beta) = -7.096 / -14.964 eV
Spin multiplicity = 2
Orbital gap (alpha / beta) = 12.790 / 4.899 eV
Relative energy (zero: lowest compared OMol25 entry of this formula, charge and spin) = 176.03 kJ/mol
Total charge = +2

Formula: C5H14NO2
Source: the OMol25 dataset
Level of theory: ωB97M-V/def2-TZVPD

Bonds (Å) are listed after each position.
Geometry (Å):
1 C 0.043 -1.332 1.341  O2 1.354, C3 1.567, H8 1.128, H9 1.123
2 O 1.333 -0.959 1.171  C1 1.354
3 C -1.014 -0.255 0.920  C1 1.567, C4 1.525, H10 1.097, H11 1.090
4 C -1.565 -0.227 -0.502  C3 1.525, C5 1.535, H12 1.088, H13 1.097
5 C -0.534 -0.455 -1.617  C4 1.535, C6 1.501, H14 1.100, H15 1.092
6 C 0.754 0.313 -1.574  C5 1.501, N7 1.468, H16 1.093, H17 1.093
7 N 0.523 1.762 -1.520  C6 1.468, H18 1.011, H19 1.009
8 H -0.241 -2.301 0.840  C1 1.128
9 H -0.251 -1.622 2.386  C1 1.123
10 H -1.844 -0.173 1.633  C3 1.097
11 H -0.410 0.636 1.089  C3 1.090
12 H -2.314 -1.000 -0.667  C4 1.088
13 H -2.147 0.694 -0.635  C4 1.097
14 H -1.080 -0.188 -2.534  C5 1.100
15 H -0.397 -1.514 -1.842  C5 1.092
16 H 1.351 -0.011 -0.717  C6 1.093
17 H 1.329 0.092 -2.477  C6 1.093
18 H 1.174 2.227 -0.904  N7 1.011
19 H -0.403 1.935 -1.158  N7 1.009
20 H 2.081 0.549 2.961  O22 0.958
21 H 1.613 0.629 1.541  O22 1.001
22 O 1.999 1.202 2.265  H20 0.958, H21 1.001

Summary:
LUMO = 4.039 eV
Spin multiplicity = 1
Orbital gap = 7.175 eV
Relative energy (zero: lowest compared OMol25 entry of this formula, charge and spin) = 53.87 kJ/mol
Total charge = -1

Formula: C5H14NO2
Source: the OMol25 dataset
Level of theory: ωB97M-V/def2-TZVPD

Bonds (Å) are listed after each position.
Geometry (Å):
1 C -0.435 -0.112 -2.549  C2 1.579, H8 1.059, H9 1.076, H10 1.148
2 C 0.682 0.405 -1.561  C1 1.579, N3 1.477, H11 1.121, H12 1.092
3 N -0.001 0.604 -0.268  C2 1.477, C4 1.444, C5 1.476
4 C -0.537 1.940 -0.152  N3 1.444, H13 1.131, H14 1.082, H15 1.098
5 C 0.623 -0.142 0.843  N3 1.476, C6 1.665, H16 1.123, H17 1.100
6 C -0.452 -0.246 2.111  C5 1.665, O7 1.288, H18 1.149, H19 1.077
7 O 0.163 -0.635 3.173  C6 1.288
8 H -1.318 -0.307 -1.997  C1 1.059
9 H -0.136 -0.857 -3.266  C1 1.076
10 H -0.764 0.728 -3.259  C1 1.148
11 H 1.402 -0.440 -1.408  C2 1.121
12 H 1.112 1.364 -1.858  C2 1.092
13 H 0.287 2.707 -0.046  C4 1.131
14 H -1.279 1.953 0.635  C4 1.082
15 H -1.078 2.109 -1.092  C4 1.098
16 H 0.810 -1.217 0.578  C5 1.123
17 H 1.400 0.378 1.423  C5 1.100
18 H -1.127 -1.128 1.812  C6 1.149
19 H -0.915 0.704 1.903  C6 1.077
20 H 0.974 -2.428 1.101  O22 0.985
21 H 0.068 -2.309 2.181  O22 1.008
22 O 0.520 -3.069 1.696  H20 0.985, H21 1.008

Summary:
LUMO = 3.612 eV
Spin multiplicity = 1
Orbital gap = 6.303 eV
Relative energy (zero: lowest compared OMol25 entry of this formula, charge and spin) = 273.16 kJ/mol
Total charge = -1

Formula: C5H14NO2
Source: the OMol25 dataset
Level of theory: ωB97M-V/def2-TZVPD

Bonds (Å) are listed after each position.
Geometry (Å):
1 C 0.551 -0.938 -2.198  C2 1.565, H8 1.091, H9 1.107, H10 1.076
2 C -0.386 -1.289 -0.994  C1 1.565, N3 1.472, H11 1.107, H12 1.087
3 N -0.006 -0.516 0.199  C2 1.472, C4 1.473, C5 1.462
4 C 0.987 -1.226 1.024  N3 1.473, H13 1.099, H14 1.099, H15 1.096
5 C -0.983 0.241 0.980  N3 1.462, C6 1.609, H16 1.097, H17 1.089
6 C -0.223 1.346 1.868  C5 1.609, O7 1.330, H18 1.158, H19 1.137
7 O 0.599 0.994 2.853  C6 1.330
8 H 0.627 0.150 -2.187  C1 1.091
9 H 0.021 -1.259 -3.116  C1 1.107
10 H 1.492 -1.456 -2.258  C1 1.076
11 H -1.384 -0.955 -1.339  C2 1.107
12 H -0.492 -2.356 -0.819  C2 1.087
13 H 1.788 -1.534 0.338  C4 1.099
14 H 0.536 -2.059 1.582  C4 1.099
15 H 1.344 -0.481 1.745  C4 1.096
16 H -1.489 0.954 0.318  C5 1.097
17 H -1.669 -0.318 1.615  C5 1.089
18 H -1.041 1.920 2.454  C6 1.158
19 H 0.370 1.996 1.148  C6 1.137
20 H -0.397 1.618 -1.422  O22 0.962
21 H 0.082 2.593 -0.441  O22 0.998
22 O -0.325 2.574 -1.351  H20 0.962, H21 0.998

Summary:
LUMO = 3.731 eV
Spin multiplicity = 1
Orbital gap = 6.184 eV
Relative energy (zero: lowest compared OMol25 entry of this formula, charge and spin) = 178.33 kJ/mol
Total charge = -1

Formula: C5H14NO3
Source: the OMol25 dataset
Level of theory: ωB97M-V/def2-TZVPD

Bonds (Å) are listed after each position.
Geometry (Å):
1 C 0.829 0.424 -1.985  C2 1.527, C4 1.543, H9 1.087, H10 1.106
2 C -0.371 1.219 -1.473  C1 1.527, O3 1.467, H11 1.093, H12 1.090
3 O 0.058 2.096 -0.377  C2 1.467, H13 0.971
4 C 1.154 -0.827 -1.143  C1 1.543, N5 1.497, H14 1.087, H15 1.099
5 N 1.806 -0.465 0.155  C4 1.497, C6 1.454, H16 1.022
6 C 1.285 -1.313 1.215  N5 1.454, C7 1.539, H17 1.103, H18 1.094
7 C -0.067 -0.824 1.765  C6 1.539, O8 1.375, H19 1.116, H20 1.130
8 O -1.129 -1.264 1.011  C7 1.375
9 H 1.738 1.013 -2.076  C1 1.087
10 H 0.491 0.121 -2.993  C1 1.106
11 H -1.116 0.521 -1.084  C2 1.093
12 H -0.708 1.978 -2.179  C2 1.090
13 H -0.169 1.697 0.479  O3 0.971
14 H 0.286 -1.479 -1.081  C4 1.087
15 H 1.951 -1.298 -1.736  C4 1.099
16 H 1.372 0.450 0.286  N5 1.022
17 H 1.932 -1.421 2.102  C6 1.103
18 H 1.141 -2.353 0.912  C6 1.094
19 H -0.179 -1.244 2.793  C7 1.116
20 H -0.073 0.300 1.880  C7 1.130
21 H -2.635 1.401 1.102  O23 0.969
22 H -2.297 -0.074 0.759  O23 1.004
23 O -2.915 0.680 0.518  H21 0.969, H22 1.004

Summary:
LUMO = 3.855 eV
Spin multiplicity = 1
Orbital gap = 7.133 eV
Relative energy (zero: lowest compared OMol25 entry of this formula, charge and spin) = 115.34 kJ/mol
Total charge = -1

Formula: C5H14NO3Si
Source: the OMol25 dataset
Level of theory: ωB97M-V/def2-TZVPD

Bonds (Å) are listed after each position.
Geometry (Å):
1 C -2.419 -1.038 0.000  C2 1.626, N6 1.223, H12 1.044
2 C -1.962 0.463 -0.426  C1 1.626, O9 1.459, H13 1.105, H14 1.053
3 C 1.649 -2.401 -0.823  O7 1.492, H15 1.129, H16 1.098, H17 1.078
4 C 2.441 2.360 0.244  O8 1.453, H18 1.113, H19 1.073, H20 1.117
5 C -0.987 0.834 1.648  O9 1.384, H21 1.087, H22 1.115, H23 1.084
6 N -2.141 -1.947 -0.771  C1 1.223, H24 1.020
7 O 0.901 -1.269 -0.201  C3 1.492, Si10 1.576
8 O 1.876 1.023 0.173  C4 1.453, Si10 1.573
9 O -0.790 0.966 0.284  C2 1.459, C5 1.384, Si10 2.075
10 Si 0.864 0.218 -0.721  O7 1.576, O8 1.573, O9 2.075, H11 1.394
11 H 0.468 0.762 -1.942  Si10 1.394
12 H -2.672 -1.058 1.013  C1 1.044
13 H -1.819 0.354 -1.516  C2 1.105
14 H -2.750 1.122 -0.195  C2 1.053
15 H 2.772 -2.301 -0.863  C3 1.129
16 H 1.140 -2.538 -1.786  C3 1.098
17 H 1.484 -3.335 -0.311  C3 1.078
18 H 2.624 2.913 -0.705  C4 1.113
19 H 3.353 2.192 0.784  C4 1.073
20 H 1.680 2.941 0.819  C4 1.117
21 H -0.233 1.420 2.168  C5 1.087
22 H -1.966 1.342 1.813  C5 1.115
23 H -0.929 -0.159 2.080  C5 1.084
24 H -2.584 -2.866 -0.767  N6 1.020

Summary:
LUMO = -2.842 eV
Spin multiplicity = 1
Orbital gap = 10.435 eV
Relative energy (zero: lowest compared OMol25 entry of this formula, charge and spin) = 263.55 kJ/mol
Total charge = +1